(i)
{"formula": "C53H66Br2Cl2N5O2RbS", "method": "ωB97M-V with the def2-TZVPD basis set", "species": ["Rb", "C", "C", "C", "C", "C", "C", "C", "N", "C", "C", "C", "C", "C", "C", "C", "C", "C", "C", "N", "C", "C", "C", "N", "C", "C", "C", "C", "C", "C", "C", "C", "C", "C", "C", "C", "C", "C", "N", "C", "C", "H", "H", "H", "H", "H", "H", "H", "H", "H", "H", "H", "H", "H", "H", "H", "H", "H", "H", "H", "H", "H", "H", "H", "H", "H", "H", "H", "H", "H", "H", "H", "H", "H", "H", "H", "H", "H", "H", "H", "H", "H", "H", "H", "H", "C", "C", "C", "C", "C", "C", "Br", "C", "C", "Br", "C", "O", "C", "N", "H", "H", "H", "H", "H", "H", "Cl", "C", "Cl", "H", "H", "C", "C", "C", "S", "O", "C", "C", "C", "H", "H", "H", "H", "H", "H", "H", "H", "H", "H", "H", "H", "H", "H"], "positions_angstrom": [[0.13220, 0.25917, -0.47833], [-6.49801, 0.87883, 1.73386], [-5.67018, 1.63562, 0.68672], [-4.54196, 0.80481, 0.15934], [-4.49021, 0.09850, -1.00328], [-5.55519, -0.03918, -2.04691], [-6.42161, -1.28522, -1.81879], [-3.17713, -0.55856, -1.02262], [-2.48043, -0.21597, 0.07513], [-3.25440, 0.58440, 0.82562], [-2.88888, 1.10905, 2.06932], [-1.67508, 0.94253, 2.75194], [-1.40036, 1.45771, 4.09519], [-2.34167, 2.26244, 4.93843], [-3.40836, 1.39231, 5.61641], [-0.14556, 1.03023, 4.41481], [0.32294, 0.25108, 3.26662], [1.53727, -0.44657, 3.21454], [1.97577, -1.33159, 2.22258], [1.28002, -1.65274, 1.11899], [1.97766, -2.58009, 0.44294], [1.58909, -3.16649, -0.76598], [0.40651, -2.95810, -1.48164], [-0.58901, -2.13739, -1.10676], [-1.54243, -2.17745, -2.05002], [-2.73900, -1.44721, -2.01329], [-1.14811, -3.10877, -3.11514], [0.06864, -3.60075, -2.75541], [0.91179, -4.61230, -3.46624], [0.76291, -6.01680, -2.86575], [-1.95860, -3.45105, -4.32684], [-2.92424, -4.61307, -4.05785], [3.22493, -2.88432, 1.15336], [3.22865, -2.09504, 2.26135], [4.29506, -1.98041, 3.30676], [4.06509, -2.92385, 4.49455], [4.24762, -3.89094, 0.72982], [3.81993, -5.32425, 1.06888], [-0.60949, 0.25976, 2.29402], [0.61335, 1.27944, 5.68209], [0.28665, 0.24407, 6.76629], [-7.31597, 1.49528, 2.11861], [-5.86483, 0.57846, 2.56967], [-6.92160, -0.02690, 1.29722], [-5.27588, 2.55209, 1.13566], [-6.32353, 1.94234, -0.13547], [-5.09552, -0.10729, -3.03664], [-6.19531, 0.84824, -2.04681], [-5.78991, -2.17376, -1.78564], [-7.16246, -1.40871, -2.61441], [-6.94846, -1.21102, -0.86609], [-3.65684, 1.67580, 2.59096], [-2.84187, 3.01519, 4.31996], [-1.77836, 2.79929, 5.70842], [-4.00489, 0.87435, 4.86479], [-4.07626, 1.99716, 6.23695], [-2.93633, 0.63714, 6.24576], [2.18612, -0.33907, 4.08007], [2.29407, -3.86625, -1.20383], [-3.42564, -1.61728, -2.83787], [1.96266, -4.31511, -3.40779], [0.63951, -4.64395, -4.52533], [1.06484, -6.00929, -1.81750], [1.37785, -6.74334, -3.40451], [-0.27644, -6.34692, -2.91121], [-1.29658, -3.72037, -5.15493], [-2.53365, -2.57799, -4.64539], [-2.36570, -5.51929, -3.81886], [-3.55479, -4.81419, -4.92916], [-3.56439, -4.37862, -3.20599], [4.33400, -0.95160, 3.67558], [5.26974, -2.20220, 2.86198], [3.07128, -2.76206, 4.91462], [4.80940, -2.76131, 5.28017], [4.13129, -3.96391, 4.17047], [5.20200, -3.67648, 1.22062], [4.41310, -3.81058, -0.34798], [3.65777, -5.43186, 2.14304], [4.58222, -6.04569, 0.76000], [2.88483, -5.57088, 0.56459], [0.38313, 2.28073, 6.06194], [1.68758, 1.25077, 5.48152], [-0.75815, 0.33036, 7.06738], [0.91411, 0.37958, 7.65238], [0.44570, -0.76177, 6.37556], [-0.85527, 3.30232, -3.24763], [0.07263, 2.41557, -4.02837], [-0.01899, 2.33189, -5.43286], [0.79641, 1.47113, -6.11167], [1.71549, 0.66578, -5.40603], [2.56547, -0.29019, -5.99478], [2.59600, -0.51833, -7.90252], [3.40003, -1.06891, -5.23096], [3.44133, -0.89204, -3.85785], [4.62919, -1.97133, -2.83892], [2.67936, 0.07062, -3.13964], [2.79336, 0.28598, -1.91607], [1.75646, 0.83465, -3.99130], [0.94764, 1.70357, -3.35453], [-1.02802, 4.25086, -3.76126], [-0.44741, 3.48128, -2.25539], [-1.82043, 2.80312, -3.12662], [-0.74148, 2.94125, -5.96305], [0.73880, 1.39139, -7.18933], [4.02972, -1.81448, -5.69691], [-2.89205, 3.70191, -0.43563], [-2.20552, 4.16120, 1.11555], [-2.11215, 5.92749, 1.30119], [-1.20091, 3.75769, 1.16710], [-2.83685, 3.77700, 1.90511], [4.24931, 3.31215, -2.42404], [4.16863, 4.12035, -1.12763], [2.72683, 4.36328, -0.69598], [1.89455, 2.79345, -0.20147], [0.47386, 3.21041, -0.03963], [2.59202, 2.71536, 1.50789], [1.64426, 3.25748, 2.56545], [1.45047, 4.77237, 2.53527], [5.28857, 3.16306, -2.72196], [3.72866, 3.82724, -3.23488], [3.78206, 2.33514, -2.28726], [4.67438, 5.08338, -1.25162], [4.70206, 3.57590, -0.34215], [2.12948, 4.73399, -1.53117], [2.64598, 5.06162, 0.13585], [3.55356, 3.23328, 1.51335], [2.75690, 1.64877, 1.67907], [2.03064, 2.96306, 3.54470], [0.67963, 2.76198, 2.44799], [2.41264, 5.28961, 2.61126], [0.82602, 5.08604, 3.37431], [0.95269, 5.08175, 1.61783]], "orbital_gap_ev": 4.79, "charge": -2, "e_lumo_ev": 3.62}

(ii)
{"formula": "C53H66Br2Cl2N5O2RbS", "method": "ωB97M-V with the def2-TZVPD basis set", "species": ["Rb", "C", "C", "C", "C", "C", "C", "C", "N", "C", "C", "C", "C", "C", "C", "C", "C", "C", "C", "N", "C", "C", "C", "N", "C", "C", "C", "C", "C", "C", "C", "C", "C", "C", "C", "C", "C", "C", "N", "C", "C", "H", "H", "H", "H", "H", "H", "H", "H", "H", "H", "H", "H", "H", "H", "H", "H", "H", "H", "H", "H", "H", "H", "H", "H", "H", "H", "H", "H", "H", "H", "H", "H", "H", "H", "H", "H", "H", "H", "H", "H", "H", "H", "H", "H", "C", "C", "C", "C", "C", "C", "Br", "C", "C", "Br", "C", "O", "C", "N", "H", "H", "H", "H", "H", "H", "Cl", "C", "Cl", "H", "H", "C", "C", "C", "S", "O", "C", "C", "C", "H", "H", "H", "H", "H", "H", "H", "H", "H", "H", "H", "H", "H", "H"], "positions_angstrom": [[0.14542, -0.01691, -0.21571], [6.37967, 0.32453, -3.29094], [5.51909, -0.76321, -2.63506], [4.05630, -0.44238, -2.70159], [3.15970, -0.84530, -3.64431], [3.38375, -1.73740, -4.82745], [2.86267, -3.15917, -4.58109], [1.87446, -0.24853, -3.26390], [2.01750, 0.46134, -2.13278], [3.31008, 0.40339, -1.76594], [3.85482, 1.09734, -0.67895], [3.17810, 1.92555, 0.22594], [3.79089, 2.61240, 1.36940], [5.24880, 2.62546, 1.71468], [6.06359, 3.51978, 0.77165], [2.77238, 3.23112, 2.02772], [1.55458, 2.94497, 1.25806], [0.28812, 3.46759, 1.55416], [-0.91090, 3.30028, 0.85291], [-1.07341, 2.51351, -0.22433], [-2.34071, 2.64925, -0.64862], [-2.87360, 2.01144, -1.77563], [-2.18576, 1.22229, -2.70394], [-0.87398, 0.93052, -2.64275], [-0.57197, 0.16721, -3.70881], [0.68559, -0.37538, -3.99477], [-1.77637, -0.06132, -4.51893], [-2.78634, 0.58999, -3.88299], [-4.23158, 0.67017, -4.26866], [-4.56373, 1.99110, -4.97608], [-1.83305, -0.85190, -5.78863], [-1.38307, -0.02930, -7.00251], [-3.06594, 3.57612, 0.22760], [-2.17176, 3.98330, 1.16846], [-2.39507, 4.93232, 2.30422], [-1.94367, 6.36218, 1.97835], [-4.48455, 4.01728, 0.04198], [-4.61953, 5.05401, -1.08115], [1.85331, 2.15529, 0.21200], [2.81384, 3.94644, 3.34310], [2.42027, 2.99532, 4.48287], [7.44736, 0.11466, -3.17575], [6.16490, 1.29332, -2.83740], [6.15230, 0.39665, -4.35601], [5.82632, -0.87767, -1.59132], [5.70919, -1.71943, -3.13275], [4.44887, -1.78272, -5.07474], [2.87446, -1.31087, -5.69696], [3.40748, -3.62242, -3.75700], [2.98100, -3.78770, -5.46869], [1.80925, -3.13918, -4.30095], [4.92422, 0.97887, -0.52030], [5.65767, 1.60996, 1.67180], [5.37834, 2.97502, 2.74281], [5.95882, 3.17711, -0.25835], [7.12570, 3.50911, 1.03518], [5.70628, 4.54986, 0.81895], [0.23784, 4.12033, 2.42099], [-3.93694, 2.15176, -1.95061], [0.75043, -0.96373, -4.90502], [-4.85480, 0.57594, -3.37431], [-4.48495, -0.16765, -4.92464], [-4.29892, 2.83160, -4.33341], [-5.62780, 2.05987, -5.22213], [-3.98608, 2.07958, -5.89769], [-2.85037, -1.21568, -5.96049], [-1.19211, -1.73262, -5.69575], [-2.01922, 0.84971, -7.12220], [-1.43017, -0.61898, -7.92307], [-0.35806, 0.31824, -6.86538], [-1.85422, 4.57972, 3.18649], [-3.45595, 4.94980, 2.57004], [-0.89279, 6.36889, 1.68597], [-2.06997, 7.02302, 2.84127], [-2.52815, 6.76625, 1.14954], [-4.86495, 4.44545, 0.97371], [-5.11296, 3.15325, -0.19461], [-4.04593, 5.95097, -0.84049], [-5.66454, 5.34126, -1.23308], [-4.22732, 4.64964, -2.01484], [2.12435, 4.79487, 3.32379], [3.81161, 4.35242, 3.53361], [1.44431, 2.55271, 4.27900], [2.37554, 3.51083, 5.44674], [3.14231, 2.18023, 4.56037], [3.76187, -1.50196, 2.64356], [2.70071, -1.50161, 3.69700], [3.03939, -1.55132, 5.06299], [2.04902, -1.54277, 6.00170], [0.69844, -1.49194, 5.60042], [-0.39794, -1.53183, 6.48272], [-0.12126, -1.62670, 8.38107], [-1.68782, -1.52410, 6.01791], [-1.92898, -1.47090, 4.65638], [-3.73562, -1.49619, 4.04626], [-0.92641, -1.39565, 3.64880], [-1.19762, -1.34696, 2.43005], [0.44587, -1.41879, 4.19655], [1.44982, -1.42936, 3.29867], [4.65737, -2.03758, 2.96645], [4.02821, -0.47209, 2.41464], [3.38163, -1.92842, 1.71654], [4.08221, -1.60736, 5.35324], [2.28408, -1.60113, 7.05660], [-2.51912, -1.56661, 6.70822], [-2.52136, -1.23450, -0.79081], [-3.92063, -2.29309, -0.68654], [-3.88982, -3.57325, -1.92181], [-4.81628, -1.70774, -0.85559], [-3.92559, -2.76985, 0.28716], [3.87892, -5.70813, -1.90307], [3.74674, -5.11156, -0.50197], [3.40357, -3.62454, -0.51831], [1.58307, -3.32697, -0.62242], [1.05238, -4.40270, -1.50097], [1.20472, -3.84231, 1.11503], [0.09100, -4.88263, 1.14332], [-1.26167, -4.34580, 0.68014], [4.09795, -6.77726, -1.84775], [4.68770, -5.22337, -2.45600], [2.94709, -5.57034, -2.44752], [4.68165, -5.25875, 0.04579], [2.96743, -5.65836, 0.03570], [3.83925, -3.11662, -1.38196], [3.73468, -3.11478, 0.38686], [0.92060, -2.92181, 1.63053], [2.11005, -4.24214, 1.57364], [0.01079, -5.26298, 2.16561], [0.38141, -5.71740, 0.49853], [-1.53351, -3.45346, 1.24510], [-2.03970, -5.10226, 0.81409], [-1.21468, -4.09297, -0.37958]], "orbital_gap_ev": 4.80, "charge": -2, "e_lumo_ev": 3.56}

Q: Which of them is the most stable? A: (i).

(i)
{"formula": "C3H7N2O", "method": "ωB97M-V with the def2-TZVPD basis set", "species": ["N", "N", "C", "O", "C", "C", "H", "H", "H", "H", "H", "H", "H"], "positions_angstrom": [[-0.40961, -1.39561, -0.11211], [0.37582, -0.22960, -0.00435], [1.72210, -0.52888, 0.31830], [2.61502, 0.01834, -0.17068], [-0.10325, 1.00684, 0.61696], [0.09902, 0.90454, -0.80131], [-0.80765, -1.73853, 0.82565], [-1.08031, -1.36372, -0.78544], [1.57869, -1.38898, 1.13626], [0.61665, 1.41722, 1.33167], [-1.10456, 0.94635, 0.95869], [-0.83467, 0.76063, -1.47574], [0.83373, 1.50208, -1.40036]], "orbital_gap_ev": 12.01, "charge": 1, "smiles": "N[N+]1(C=O)CC1", "e_lumo_ev": -3.93}

(ii)
{"formula": "C3H7N2O", "method": "ωB97M-V with the def2-TZVPD basis set", "species": ["C", "C", "C", "N", "N", "O", "H", "H", "H", "H", "H", "H", "H"], "positions_angstrom": [[0.16047, 1.25973, -1.13952], [0.42023, -0.29700, 0.98580], [-0.87455, 0.66943, -1.90410], [0.81310, 0.01778, 2.18884], [0.07748, -1.53401, 0.70115], [0.95474, 2.05874, -0.94341], [-1.36637, -0.17358, -1.42498], [-0.44908, 0.35810, -2.86520], [-1.62110, 1.44753, -2.10345], [1.06633, 0.96299, 2.42764], [0.89150, -0.67829, 2.93139], [-0.17996, -1.80116, -0.23579], [0.10723, -2.29026, 1.38162]], "orbital_gap_ev": 8.98, "charge": 1, "e_lumo_ev": -4.45}

(iii)
{"formula": "C3H7N2O", "method": "ωB97M-V with the def2-TZVPD basis set", "species": ["C", "C", "C", "N", "N", "O", "H", "H", "H", "H", "H", "H", "H"], "positions_angstrom": [[-1.47985, 0.76493, -0.38297], [0.06071, -0.22349, 0.87749], [2.00246, -0.41820, -0.29370], [-1.63610, -0.52626, -0.52993], [-0.53111, 1.00735, 0.49339], [-0.78273, -1.20873, 0.33341], [-2.05968, 1.50658, -0.90463], [0.32421, -0.40173, 1.90854], [1.64155, -0.41754, -1.30367], [2.35342, -1.35441, 0.09552], [2.52944, 0.45987, 0.03413], [-2.20605, -1.09946, -1.13994], [-0.21627, 1.91111, 0.81236]], "orbital_gap_ev": 8.54, "charge": 1, "e_lumo_ev": -4.13}

Q: Which of them is the most stable? A: (ii).

(i)
{"formula": "C3H7N2O", "method": "ωB97M-V with the def2-TZVPD basis set", "species": ["C", "C", "C", "N", "N", "O", "H", "H", "H", "H", "H", "H", "H"], "positions_angstrom": [[-1.37493, -0.98152, -0.31652], [-0.64035, -0.24434, 0.62179], [1.21276, 0.97853, 0.84170], [-2.56221, -1.59404, -0.10054], [2.34233, 1.47386, 0.02086], [0.48648, 0.27769, 0.09495], [-1.21042, -0.93798, -1.41113], [-0.73564, -0.03499, 1.61789], [-2.81548, -2.27880, -0.83218], [-2.77555, -1.83027, 0.87382], [3.23226, 0.91735, 0.08623], [2.49509, 2.42156, 0.10176], [2.33072, 1.29842, -1.06089]], "orbital_gap_ev": [8.19, 8.20], "charge": 1, "e_lumo_ev": [-4.11, -4.10]}

(ii)
{"formula": "C3H7N2O", "method": "ωB97M-V with the def2-TZVPD basis set", "species": ["C", "C", "N", "C", "N", "H", "H", "H", "H", "H", "H", "H", "O"], "positions_angstrom": [[-0.05432, -0.08288, -0.38337], [0.60873, -1.15598, -0.90428], [1.12903, -1.80827, 0.20755], [0.62403, -1.26722, 1.34818], [-0.01440, -0.14855, 0.97184], [-0.85534, 0.49956, -0.81302], [0.94980, -1.27877, -1.91879], [1.94927, -2.40639, 0.22974], [0.19172, -1.79484, 2.19191], [-0.68905, 0.32394, 1.56011], [-0.98181, 3.42206, -0.23399], [-1.43615, 3.00444, -1.58787], [-1.42150, 2.69290, -0.66800]], "orbital_gap_ev": 10.28, "charge": 1, "e_lumo_ev": -4.28}

(iii)
{"formula": "C3H7N2O", "method": "ωB97M-V with the def2-TZVPD basis set", "species": ["N", "C", "N", "O", "C", "C", "H", "H", "H", "H", "H", "H", "H"], "positions_angstrom": [[0.02876, 1.17079, -0.88256], [0.04307, 0.10049, 0.03392], [-0.29296, 1.06215, 1.20866], [0.38852, 1.76530, 1.92497], [0.89888, -1.06561, 0.05154], [-0.60368, -1.28630, -0.34285], [0.79365, 1.80450, -1.02541], [-0.64625, 0.97902, -1.58331], [-1.21785, 1.37020, 1.21408], [1.83071, -1.15730, -0.53826], [1.00258, -1.49976, 1.05377], [-1.34427, -1.83195, 0.29068], [-0.88118, -1.41151, -1.40522]], "orbital_gap_ev": [8.78, 8.78], "charge": 1, "smiles": "NC1([NH+]=O)CC1", "e_lumo_ev": [-6.79, -6.79]}

(iv)
{"formula": "C3H7N2O", "method": "ωB97M-V with the def2-TZVPD basis set", "species": ["C", "C", "C", "N", "N", "O", "H", "H", "H", "H", "H", "H", "H"], "positions_angstrom": [[1.29724, -1.09954, -0.17536], [0.20130, -0.53137, -1.01670], [-0.89330, 0.46396, 0.91641], [1.37648, -0.99400, 1.01455], [-0.51729, 0.67977, -0.45740], [-0.59826, 1.45235, 1.69569], [2.19934, -1.35265, -0.86699], [0.54940, -0.16556, -1.98616], [-0.54505, -1.31260, -1.24547], [-1.25573, -0.56987, 1.19162], [0.07726, 1.48072, -0.43107], [-1.26685, 0.63450, -1.23367], [-0.62454, 1.31429, 2.59455]], "orbital_gap_ev": [9.95, 7.76], "charge": 1, "e_lumo_ev": [-4.15, -4.92]}

Q: Which of them is the most stable? A: (ii).